Entry 1:
# C32H51BBrCl2CsFKLi2N2NaO17

A molecular structure, C32H51BBrCl2CsFKLi2N2NaO17 at a distorted geometry (wB97M-V/def2-TZVPD, OMol25).

Summary:
HOMO energy   -6.00 eV
Charge   +1
Frontier orbital gap   1.54 eV
LUMO level   -4.455 eV

Each line ends with the Mulliken charge.
CARTESIAN COORDINATES (ANGSTROEM)
C1 -3.99127 -1.73679 -1.96537  -0.8299
C2 -3.19399 -2.73028 -2.80154  -1.2364
C3 -1.70122 -2.26054 -3.05520  -0.3333
O1 -0.92638 -2.15868 -1.84389  -0.7853
C4 -0.10797 -0.96883 -1.60903  1.8214
C5 0.84087 -0.85872 -2.80248  -2.1909
C6 1.49243 -2.13532 -3.34581  -1.0495
C7 1.77888 -2.02236 -4.85488  -0.5609
Cl1 0.75933 -3.14761 -5.78219  -0.1912
C8 0.56863 -1.22063 -0.15039  -2.7400
Cl2 1.96177 -2.39598 -0.17567  -0.1120
C9 0.74163 -0.04932 0.79448  -0.6346
C10 1.82607 1.01375 0.56633  -1.3828
C11 3.11569 0.59175 -0.13888  -0.5374
C12 4.19478 1.68856 0.10574  -0.8579
O2 4.85401 1.97637 -1.11946  -0.3538
C13 5.80335 0.95164 -1.43004  -0.5626
C14 -0.70753 0.51361 1.07648  0.5945
C15 -0.65579 1.90708 1.68614  -1.9361
O3 -1.68506 1.88244 2.70503  -0.2077
C16 -1.14018 2.24887 3.96673  -0.5143
C17 -1.67888 0.28689 -0.12775  -0.7768
Br1 -3.24850 1.42565 -0.21457  0.0673
N1 -0.98200 0.27098 -1.47492  1.0302
C18 -0.32625 1.56695 -1.85641  1.2224
C19 -0.79410 2.09666 -3.24726  -0.3964
C20 0.19559 3.06094 -3.91419  -0.5806
F1 -0.43525 3.59559 -4.99802  -0.2900
H1 -3.77839 -0.68976 -2.17171  0.4369
H2 -5.04814 -1.88692 -2.21358  0.3664
H3 -3.92304 -1.97495 -0.90439  0.3446
H4 -3.20916 -3.72154 -2.35500  0.3473
H5 -3.64269 -2.82270 -3.78478  0.5533
H6 -1.26003 -3.01846 -3.69506  0.3008
H7 -1.75821 -1.35425 -3.65662  0.2826
H8 0.25943 -0.43086 -3.62134  0.5736
H9 1.63754 -0.13925 -2.64493  0.4110
H10 2.45888 -2.26376 -2.87191  0.4088
H11 0.94430 -3.04533 -3.14094  0.6192
H12 2.81586 -2.25680 -5.05129  0.4773
H13 1.61949 -1.00054 -5.18143  0.3286
H14 -0.18856 -1.83007 0.42695  1.9188
H15 0.99469 -0.51588 1.74779  1.2023
H16 2.14214 1.34354 1.55375  0.9172
H17 1.46605 1.94157 0.10549  0.6810
H18 3.49517 -0.29804 0.34441  0.5335
H19 3.05434 0.50623 -1.22316  0.1099
H20 4.95429 1.33465 0.79878  0.3339
H21 3.75489 2.61677 0.46716  0.4350
H22 6.06713 1.02184 -2.48782  0.1339
H23 6.73724 1.03161 -0.87654  0.3120
H24 5.42276 -0.05995 -1.27891  0.2644
H25 -1.10894 -0.10321 1.87553  0.2249
H26 -0.87427 2.73154 1.01239  0.5000
H27 0.26674 2.06836 2.22900  0.7357
H28 -0.65990 3.21999 3.88706  0.3884
H29 -0.49480 1.48495 4.39501  0.5471
H30 -1.99127 2.35361 4.64956  -0.3311
H31 -2.10117 -0.72254 -0.00285  0.3545
H32 -1.78332 0.24104 -2.11550  0.6955
H33 0.76102 1.56248 -1.81961  -2.3902
H34 -0.66394 2.32369 -1.16165  0.6906
H35 -1.10431 1.29891 -3.91879  0.3447
H36 -1.68572 2.68737 -3.04779  0.4058
H37 0.38689 3.90521 -3.23849  0.2592
H38 1.14599 2.58326 -4.18394  0.3854
B1 -0.97598 -1.37775 6.15336  1.7891
O4 -0.65275 -2.57689 5.31359  -0.6616
C21 0.09547 -2.17837 4.32797  0.6695
O5 0.53699 -2.82748 3.41153  -0.7313
C22 0.31454 -0.67164 4.42889  0.6734
O6 0.92493 0.00943 3.63073  -0.6899
O7 -0.30779 -0.22335 5.48336  -0.8363
O8 -2.43472 -1.14633 6.20395  -0.6924
C23 -2.81661 -1.18126 7.48410  0.6083
O9 -3.93620 -1.02535 7.86629  -0.6157
C24 -1.57107 -1.44841 8.34049  0.4585
O10 -1.55025 -1.54053 9.52517  -0.5625
O11 -0.52067 -1.55242 7.52190  -0.3897
C25 2.41013 -6.09158 4.00222  -0.9833
C26 2.11106 -5.70644 5.37979  0.2614
N2 1.86688 -5.41594 6.45657  -0.3230
H39 1.93053 -5.39569 3.30752  0.0254
H40 3.49069 -6.07407 3.83279  0.5435
H41 2.04189 -7.09033 3.80365  0.4802
C27 -5.14123 3.96474 -1.31510  -0.8785
C28 -6.17238 3.26797 -2.21665  0.5183
C29 -7.52290 3.28068 -1.48344  -1.3535
O12 -5.78223 1.96461 -2.45268  -0.8881
H42 -5.03362 3.43743 -0.35931  0.0429
H43 -4.16348 4.00593 -1.80263  0.0772
H44 -5.43713 4.99479 -1.08925  0.4761
H45 -6.29709 3.92100 -3.09885  0.1911
H46 -7.46025 2.73883 -0.53079  0.2280
H47 -8.30020 2.81926 -2.09601  0.2964
H48 -7.85080 4.30057 -1.25712  0.4185
Li1 2.32015 2.83107 -2.28393  0.7268
C30 2.58726 -1.26344 6.97992  0.8793
O13 2.17520 -1.65244 5.86693  -0.5844
O14 1.83852 -0.87273 7.93400  -0.4460
O15 3.80638 -1.19158 7.31742  -0.5817
Li2 -3.39839 1.75679 5.19271  0.8951
Na1 -6.44498 0.09140 -1.51793  0.8447
K1 -1.10128 -3.06033 -0.24074  0.4110
C31 5.91869 2.55382 -6.18863  -0.8185
C32 6.56005 1.39678 -5.38971  0.5903
O16 5.81654 0.39473 -5.17851  -0.6975
O17 7.73239 1.59402 -5.04052  -0.7042
H49 4.88619 2.31478 -6.45675  0.2407
H50 5.92645 3.46268 -5.58173  0.1840
H51 6.47479 2.73754 -7.10762  0.2617
Cs1 1.68873 -7.64967 2.02330  0.8679

Entry 2:
# C32H88CuN8O12S

A molecular structure, C32H88CuN8O12S at a distorted geometry (wB97M-V/def2-TZVPD, OMol25).

Summary:
HOMO energy   -4.85 eV
Charge   -1
Frontier orbital gap   6.98 eV
ΔE to the lowest compared entry with this formula, charge and spin   1.019 eV
LUMO level   2.130 eV

Each line ends with the Mulliken charge.
CARTESIAN COORDINATES (ANGSTROEM)
Cu1 1.32869 0.25195 0.40074  0.8577
S1 2.01882 -0.15328 -2.84209  0.7978
O1 2.44135 -0.02434 -1.44055  -1.0099
O2 1.99409 -1.59524 -3.14776  -0.8819
O3 0.67840 0.43994 -2.95499  -0.7062
O4 2.93019 0.39162 -3.78724  -0.8954
C1 -5.34370 7.32206 2.39146  -1.4237
C2 -4.33722 6.19665 2.49385  0.7476
C3 -2.87553 6.61810 2.57814  -0.7792
O5 -1.97127 5.52226 2.57771  -0.3568
C4 -1.83010 4.82555 1.31605  -0.2076
N1 -4.76847 5.39479 3.62388  -0.7491
H1 -6.26276 6.82844 2.07559  0.3433
H2 -5.03715 8.07026 1.66047  0.3772
H3 -5.47845 7.70423 3.40334  0.3090
H4 -4.48134 5.58547 1.60291  0.1076
H5 -2.57718 7.06757 3.52528  0.2838
H6 -2.56318 7.33705 1.82074  0.3143
H7 -1.40162 3.88809 1.67058  -0.0098
H8 -1.17532 5.33526 0.60925  0.1154
H9 -2.81925 4.69320 0.87769  0.3041
H10 -4.15777 4.59119 3.58651  0.3037
H11 -4.44265 5.81188 4.48410  0.2876
C5 2.22787 4.42520 1.11017  -1.1746
C6 2.87928 3.60122 0.04427  0.2504
C7 4.34457 3.21074 0.32447  -0.6442
O6 5.10022 4.46464 0.44228  -0.4041
C8 6.51742 4.22228 0.72314  -0.7137
N2 2.02925 2.42916 -0.15578  0.4335
H12 2.20413 3.94005 2.08597  0.1042
H13 1.19031 4.71450 0.94320  0.0372
H14 2.65552 5.42750 1.13456  0.4893
H15 2.91949 4.17471 -0.88179  0.5935
H16 4.66796 2.54433 -0.47516  0.5209
H17 4.44784 2.59988 1.22129  0.3503
H18 6.59970 3.53063 1.56156  0.2834
H19 6.95619 5.20009 0.92178  0.2496
H20 7.06464 3.82452 -0.13151  0.2787
H21 2.34430 1.89427 -0.95249  0.0586
H22 1.08670 2.70956 -0.38617  -0.2937
C9 -3.53577 -1.99594 -3.60519  -1.7026
C10 -2.04429 -1.87617 -3.79531  0.4879
C11 -1.45633 -1.16582 -5.07528  -0.5644
O7 -1.64249 -1.98623 -6.24937  -0.4552
C12 -1.49748 -1.28514 -7.48810  -0.7885
N3 -1.55764 -1.16735 -2.60544  0.2829
H23 -3.95167 -2.61790 -4.39784  0.4670
H24 -4.01045 -1.02032 -3.70979  0.1680
H25 -3.80916 -2.43377 -2.64516  0.2977
H26 -1.71288 -2.91161 -3.71690  0.2670
H27 -0.40127 -0.94713 -4.91056  0.5569
H28 -1.99248 -0.21681 -5.07983  0.2039
H29 -1.61565 -1.96184 -8.33439  0.3190
H30 -0.55283 -0.77613 -7.67955  0.2829
H31 -2.38142 -0.67278 -7.66638  0.3094
H32 -0.60712 -0.86544 -2.76497  -0.2667
H33 -2.01718 -0.26935 -2.55532  -0.4607
C13 -0.25346 4.07831 -2.56921  -1.5541
C14 -1.36257 3.09034 -2.16679  1.1838
C15 -2.22495 2.48866 -3.32723  -1.2085
O8 -2.92168 1.30479 -2.89367  -0.1583
C16 -4.09498 1.49553 -2.12926  -0.9406
N4 -0.82090 2.12676 -1.32321  0.8511
H34 0.53899 3.69637 -3.21282  0.2507
H35 0.25201 4.53726 -1.71952  0.1582
H36 -0.70371 4.86724 -3.17167  0.5485
H37 -2.07461 3.57089 -1.49585  -0.0471
H38 -1.60164 2.11074 -4.13764  0.2364
H39 -2.93963 3.20347 -3.73514  0.5300
H40 -4.98791 1.33048 -2.73221  0.2834
H41 -4.20893 2.38646 -1.51170  0.3124
H42 -4.19713 0.58327 -1.54152  0.3203
H43 -0.20408 1.64182 -1.95919  -0.0049
H44 -1.59081 1.47505 -1.27211  -0.7887
C17 1.49813 -2.34349 3.96518  -0.5206
C18 1.35607 -1.00720 4.73314  0.4978
C19 0.83310 0.24359 3.98022  -0.7920
O9 1.52141 0.47337 2.74097  0.2859
C20 2.82456 0.99328 2.88557  -0.3943
N5 0.46469 -1.26062 5.84650  -0.7634
H45 2.07864 -2.12364 3.06921  -0.3783
H46 0.59560 -2.67877 3.45418  0.0516
H47 2.07553 -3.07970 4.52438  0.4882
H48 2.36410 -0.82579 5.10605  0.3735
H49 0.81100 1.19534 4.51104  0.4305
H50 -0.22959 0.09507 3.78853  -0.0110
H51 2.91320 1.83022 3.57823  0.4295
H52 3.09596 1.35294 1.89306  -0.5936
H53 3.47164 0.16575 3.17642  0.2743
H54 -0.50051 -1.46046 5.62619  0.2314
H55 0.41037 -0.52682 6.53838  0.2673
C21 4.98055 -1.44996 0.72890  -1.5145
C22 4.00581 -2.56369 0.56111  0.8273
C23 4.09561 -3.59021 1.68579  -0.9281
O10 5.17351 -4.54569 1.53186  -0.4363
C24 5.26188 -5.49950 2.58870  -0.7509
N6 2.72644 -1.97261 0.46387  1.1360
H56 5.95821 -1.93182 0.73847  0.5355
H57 4.83679 -0.88048 1.64713  0.0004
H58 5.01706 -0.83581 -0.17087  0.3616
H59 4.07139 -3.09026 -0.39101  0.5228
H60 3.16902 -4.16093 1.74753  0.5344
H61 4.15107 -3.12412 2.66955  0.3547
H62 5.22006 -5.02867 3.57088  0.2878
H63 6.21232 -6.01681 2.45767  0.2556
H64 4.39368 -6.13218 2.40421  0.2973
H65 2.77641 -1.30494 -0.29233  -0.3542
H66 2.05288 -2.62806 0.09400  -0.6316
C25 -2.28445 0.10229 1.61059  -1.3534
C26 -1.45385 -1.15646 1.41491  1.9504
C27 -2.27989 -2.47409 1.27056  -0.7047
O11 -3.04114 -2.74861 2.39409  -0.4436
C28 -3.82414 -3.97771 2.32663  -0.8807
N7 -0.62718 -1.00629 0.22353  2.4452
H67 -3.03827 0.09640 2.39789  0.4010
H68 -2.83646 0.37055 0.70979  -0.0177
H69 -1.53300 0.87935 1.75057  0.2117
H70 -0.82217 -1.28284 2.29418  -1.3722
H71 -1.60722 -3.33119 1.23886  0.3840
H72 -2.85161 -2.47415 0.34254  0.2733
H73 -3.31640 -4.94172 2.35826  0.3232
H74 -4.60848 -4.04336 1.57258  0.3338
H75 -4.35312 -4.07484 3.27470  0.3454
H76 -0.19909 -1.90171 0.03631  0.0735
H77 -1.16253 -0.96004 -0.63167  -0.8408
C29 1.45722 -5.24899 -1.19017  -1.6053
C30 0.33609 -4.39223 -1.85068  0.3191
C31 -1.06039 -5.06905 -1.65471  -0.1846
O12 -1.01785 -6.47423 -1.86724  -0.4212
C32 -2.26290 -7.03907 -1.59134  -0.6682
N8 0.39036 -3.01668 -1.33850  -0.1392
H78 2.43606 -4.83492 -1.43208  0.3729
H79 1.52118 -6.25054 -1.61550  0.4736
H80 1.36266 -5.27007 -0.10449  0.2343
H81 0.46806 -4.46064 -2.93050  0.3423
H82 -1.71067 -4.64480 -2.41973  0.3165
H83 -1.52163 -4.82754 -0.69709  0.0674
H84 -2.17318 -8.05634 -1.21031  0.2677
H85 -2.75397 -7.13144 -2.56006  0.2477
H86 -2.79587 -6.45613 -0.84019  0.2557
H87 0.99533 -2.47561 -1.93962  0.1615
H88 -0.43996 -2.54834 -1.67216  -0.4697

Entry 3:
# C24H56BP

2 unconnected molecules or ions with the total composition C24H56BP (wB97M-V/def2-TZVPD, OMol25).

Summary:
HOMO energy   -6.79 eV
Frontier orbital gap   6.44 eV
LUMO level   -0.346 eV

Each line ends with the Mulliken charge.
CARTESIAN COORDINATES (ANGSTROEM)
B1 -1.53810 -2.05517 2.56442  0.4303
C1 -0.37313 -2.95911 3.28947  -0.6525
C2 -0.90312 -4.17834 4.05148  -0.8148
C3 -1.52847 -3.82534 5.41717  -0.7497
C4 -0.46730 -3.65030 6.51306  -0.5318
C5 -0.45135 -2.27240 7.20593  -1.0278
C6 -0.49372 -1.03975 6.29112  0.2430
C7 0.86655 -0.34409 6.03603  -0.4637
C8 2.10318 -1.26151 5.98844  -1.0654
H1 -2.15550 -2.77847 1.78339  -0.2901
H2 -2.28295 -1.52227 3.38184  -0.1618
H3 -0.99100 -1.12174 1.94191  -0.4146
H4 0.28138 -3.35285 2.49983  0.2138
H5 0.26847 -2.34702 3.92562  -0.0021
H6 -0.05832 -4.84985 4.24553  0.4168
H7 -1.61717 -4.70077 3.41610  0.3602
H8 -2.13260 -2.93045 5.29035  0.4419
H9 -2.22565 -4.63200 5.64916  0.3768
H10 0.51394 -3.93513 6.14247  0.3532
H11 -0.68771 -4.37433 7.30220  0.2843
H12 -1.30606 -2.23423 7.88077  0.4326
H13 0.43223 -2.21611 7.84501  0.3552
H14 -0.96718 -1.23490 5.33663  -0.2731
H15 -1.12619 -0.30294 6.78868  0.3888
H16 0.78253 0.14315 5.06491  0.0485
H17 0.99099 0.46536 6.75309  0.4727
H18 2.63953 -1.07128 5.05946  0.3238
H19 1.86081 -2.31526 5.98452  0.2202
H20 2.80345 -1.00678 6.78065  0.2966
C9 -0.23890 4.84327 -0.71159  -1.4314
C10 0.75522 4.41225 -1.78523  0.2204
C11 0.08602 4.08278 -3.12110  -1.0855
C12 -0.66408 2.74361 -3.16450  -1.1219
P1 0.30021 1.24648 -3.39159  1.2770
C13 1.38905 1.52923 -4.81331  -1.4537
C14 0.81445 2.05649 -6.13555  -0.8106
C15 0.02013 1.08349 -7.01266  -0.3710
C16 0.70268 -0.25656 -7.26459  -1.2673
C17 -0.80512 -0.08507 -3.86218  -0.5968
C18 -1.90971 -0.54682 -2.90356  -1.1489
C19 -1.43943 -1.34929 -1.69941  0.6998
C20 -0.42699 -2.44846 -1.99369  -1.3706
C21 1.51009 0.86074 -2.11278  -0.9610
C22 1.22465 0.43178 -0.65779  -1.0861
C23 0.20120 1.23907 0.15711  1.2952
C24 0.85080 2.14299 1.20081  -1.8447
H21 -1.00317 4.08609 -0.52631  0.2723
H22 0.27238 5.03400 0.23087  0.3909
H23 -0.74544 5.76459 -1.00486  0.4266
H24 1.34418 3.56650 -1.42320  -0.2811
H25 1.46184 5.22855 -1.94944  0.4510
H26 0.83651 4.10862 -3.91561  0.3222
H27 -0.62718 4.87507 -3.35641  0.5355
H28 -1.34012 2.76485 -4.02767  0.6521
H29 -1.32491 2.64257 -2.30128  0.6473
H30 1.96337 0.61388 -4.97473  0.7302
H31 2.12323 2.26155 -4.46288  0.5373
H32 1.66386 2.41137 -6.72405  0.4891
H33 0.19603 2.93756 -5.94387  0.2413
H34 -0.14752 1.57215 -7.97464  0.4442
H35 -0.97898 0.92057 -6.60256  0.2364
H36 1.63440 -0.12400 -7.81731  0.3650
H37 0.05517 -0.90449 -7.85443  0.3659
H38 0.93099 -0.78962 -6.34035  0.2555
H39 -0.21387 -0.92467 -4.23196  0.5456
H40 -1.32987 0.30351 -4.74021  0.0605
H41 -2.61299 -1.15201 -3.48080  0.4527
H42 -2.47829 0.32035 -2.55550  0.3268
H43 -2.31207 -1.80163 -1.22675  0.5333
H44 -1.04685 -0.66915 -0.95089  -0.6585
H45 -0.86363 -3.23553 -2.61247  0.3614
H46 -0.09504 -2.89985 -1.05881  0.3724
H47 0.46604 -2.07428 -2.50439  0.2908
H48 2.19294 1.71669 -2.09252  0.7315
H49 2.10671 0.05570 -2.56044  0.6255
H50 2.18500 0.44677 -0.13848  0.6504
H51 0.93918 -0.61677 -0.65609  0.0994
H52 -0.45115 0.54417 0.69256  -0.3677
H53 -0.45080 1.82865 -0.49485  -0.4295
H54 1.34050 1.54041 1.96590  0.4405
H55 0.10133 2.75871 1.69807  0.4026
H56 1.60041 2.80702 0.75877  0.3267

Entry 4:
# C5H8O2

A molecular structure, C5H8O2 at a distorted geometry (wB97M-V/def2-TZVPD, OMol25).

Summary:
HOMO energy   -9.02 eV
Frontier orbital gap   10.05 eV
ΔE to the lowest compared entry with this formula, charge and spin   3.636 eV
LUMO level   1.035 eV

Each line ends with the Mulliken charge.
CARTESIAN COORDINATES (ANGSTROEM)
O1 2.49877 0.71761 0.71212  -0.5145
C1 1.64407 0.05418 -0.18432  -0.5194
C2 0.38725 -0.36208 0.51504  0.1611
O2 -0.33149 0.75213 1.08993  -0.4191
C3 -1.54449 0.25374 0.53812  -0.1836
C4 -1.50093 0.31974 -0.93977  -0.5496
C5 -0.77363 -0.81434 -0.34315  -0.3169
H1 1.95547 1.39994 1.13137  0.3454
H2 1.38662 0.67808 -1.05483  0.2472
H3 2.15567 -0.84156 -0.55314  0.2858
H4 0.60949 -1.05167 1.34045  0.3227
H5 -2.03730 -0.54413 1.05417  0.3604
H6 -0.89762 1.10188 -1.38320  0.1670
H7 -2.43374 0.10146 -1.44239  0.2558
H8 -1.07699 -1.84828 -0.49167  0.3578

The highest HOMO energy belongs to which entry? C32H88CuN8O12S

What is the formula in the first record? C32H51BBrCl2CsFKLi2N2NaO17

Among the records above, which one has the highest LUMO level? C32H88CuN8O12S

Which of these has the highest HOMO energy? C32H88CuN8O12S